# 1
Formula: C29H21ClGdN5O2S7
Source: the Open Molecules 2025 dataset
Level of theory: ωB97M-V/def2-TZVPD

Properties
**Multiplicity**: 8
**HOMO-LUMO gap (spin up / spin down)**: 4.3 / 4.2 eV
**Net charge**: -2
**Calculated total energy**: -5555.215748 hartree

Geometry as XYZ:
```
66
Properties=species:S:1:pos:R:3:forces:R:3:mulliken_spin:R:1
Gd 0.653 0.919 -0.306 0.336 -0.144 -1.515 5.298
Cl -6.415 0.639 -0.891 -0.044 0.040 -0.293 -0.001
C -4.847 1.337 -1.255 0.794 1.335 0.753 -0.125
C -4.464 2.526 -0.584 -0.784 -0.812 -0.554 0.194
C -3.168 2.998 -0.641 0.569 -0.184 0.507 -0.059
C -2.141 2.197 -1.167 -0.227 -0.415 -1.004 0.120
O -0.877 2.467 -0.967 -0.076 -0.241 0.447 0.011
C -2.553 1.068 -2.038 0.030 1.114 1.271 -0.137
C -1.617 0.317 -2.769 -0.147 -0.056 0.051 0.404
N -0.301 0.319 -2.564 2.132 -0.125 -0.049 -0.010
C 0.582 -0.249 -3.463 -1.140 0.767 0.238 -0.154
C 0.262 -0.539 -4.816 -1.369 0.093 1.267 0.215
C 1.010 -1.433 -5.550 0.045 -0.212 -0.705 -0.082
C 2.200 -1.886 -5.075 0.895 -0.467 0.102 0.164
C 2.689 -1.471 -3.804 -0.410 0.196 -0.429 -0.048
C 3.900 -1.973 -3.286 -0.639 0.714 1.613 0.042
C 4.328 -1.505 -2.052 1.008 -0.179 -0.199 -0.023
C 3.580 -0.541 -1.352 0.103 -0.735 -1.392 0.044
N 2.398 -0.148 -1.818 -0.240 0.599 1.034 -0.035
C 1.909 -0.571 -3.005 1.027 -1.101 -0.451 0.014
C -3.922 0.692 -2.039 0.104 -0.445 0.148 0.155
H -5.158 3.070 0.022 -0.552 0.120 0.144 0.027
H -2.939 3.922 -0.088 0.176 -0.537 -0.314 -0.002
H -2.039 -0.433 -3.410 -0.140 -0.410 -0.610 0.033
H -0.723 -0.238 -5.184 0.376 0.025 0.159 0.046
H 0.617 -1.816 -6.500 0.267 0.349 0.202 -0.007
H 2.826 -2.536 -5.677 -0.064 -0.150 0.091 0.014
H 4.367 -2.814 -3.753 0.477 -0.141 -0.481 0.001
H 5.295 -1.828 -1.600 -0.965 0.105 -0.444 0.000
H 4.017 -0.179 -0.429 -0.717 0.295 0.118 -0.001
H -4.208 -0.215 -2.558 0.026 -0.003 -0.068 0.016
S 2.798 2.556 1.061 -0.474 -0.791 1.083 0.351
C 3.694 3.399 -0.019 0.386 0.502 -0.511 0.065
C 4.955 3.955 0.447 2.292 1.049 0.615 -0.002
N 5.975 4.417 0.815 -2.712 -1.246 -0.896 0.033
C 3.260 3.682 -1.350 0.652 0.163 1.199 0.061
S 1.790 3.236 -1.958 -0.113 -0.168 -0.493 0.394
C 4.161 4.540 -2.043 0.382 0.767 -1.624 -0.016
N 4.837 5.224 -2.689 -0.354 -0.419 0.581 0.040
S 3.064 -6.333 2.190 0.522 -0.823 0.523 0.001
C 2.562 -4.784 2.010 -0.754 0.769 -0.610 0.000
S 1.060 -4.466 1.185 0.669 -0.429 0.128 0.000
C 1.213 -2.764 1.000 0.363 1.631 -0.124 0.007
C 2.276 -2.169 1.660 -1.129 -1.355 -0.396 -0.004
S 2.680 -0.544 1.951 -0.246 1.174 -0.296 0.014
S 3.382 -3.322 2.428 -0.502 -0.457 -0.231 0.001
S 0.019 -2.033 -0.139 0.547 -0.004 0.718 -0.019
O -0.584 0.684 1.469 -1.867 -0.854 2.509 -0.021
C -1.338 0.269 2.413 0.697 1.206 -1.013 -0.023
C -1.268 1.084 3.688 -0.490 0.556 0.614 -0.001
C -2.196 0.692 4.858 0.910 -1.420 0.669 0.000
C -2.101 -0.862 5.196 -0.712 0.647 -0.154 0.000
C -3.143 -1.708 4.369 1.257 0.860 0.139 0.000
C -3.354 -1.136 2.958 -0.225 -2.225 -0.229 0.000
N -2.151 -0.781 2.236 1.025 1.319 0.177 0.008
H -1.480 2.138 3.430 0.047 -0.422 -0.254 -0.001
H -0.214 1.119 4.006 -0.207 -0.393 -0.194 -0.001
H -3.222 0.874 4.589 -0.494 0.454 0.039 0.000
H -1.942 1.289 5.775 -0.213 -0.451 -0.959 0.000
H -2.268 -1.016 6.280 0.104 0.005 -0.519 0.000
H -1.090 -1.201 4.960 -0.069 -0.050 0.071 0.000
H -4.104 -1.782 4.871 -0.178 0.218 0.093 0.000
H -2.785 -2.724 4.252 0.233 -0.207 0.161 0.000
H -4.111 -0.368 2.968 -0.031 0.485 -0.280 0.001
H -3.748 -2.011 2.373 -0.028 1.053 0.320 -0.001
H -1.883 -1.251 1.380 -0.139 -0.538 -0.496 -0.002
```
Forces are in eV/Å.



# 2
Formula: C29H21F2N4ORuSTe
Source: the Open Molecules 2025 dataset
Level of theory: ωB97M-V/def2-TZVPD

Properties
**HOMO-LUMO gap (spin up / spin down)**: 5.6 / 5.6 eV
**Net charge**: +1
**Calculated total energy**: -2372.560226 hartree

Geometry as XYZ:
```
60
Properties=species:S:1:pos:R:3:forces:R:3:lowdin_charge:R:1
Ru 0.136 0.227 0.281 0.105 0.990 0.147 1.004
N 3.789 -2.449 1.779 0.137 -0.146 -0.009 0.218
C 4.230 -2.963 0.557 -0.031 0.006 0.173 -0.148
C 5.357 -3.690 0.205 0.024 -0.003 0.017 0.006
C 5.468 -4.042 -1.127 -0.025 0.008 -0.039 -0.058
C 4.494 -3.681 -2.069 0.034 -0.003 0.021 -0.053
C 3.371 -2.958 -1.713 -0.035 -0.002 0.009 0.018
C 3.263 -2.613 -0.373 -0.082 0.114 -0.026 -0.126
N 2.278 -1.893 0.321 -0.113 -0.107 -0.225 0.114
C 2.617 -1.825 1.609 0.006 0.180 0.071 -0.137
C 1.876 -1.076 2.595 -0.049 0.197 -0.404 -0.344
C 2.262 -0.974 3.879 0.103 -0.013 0.266 -0.353
S 1.297 0.192 4.744 -0.024 -0.028 -0.030 0.999
C 0.367 0.594 3.209 0.194 0.101 0.038 -0.560
N 0.838 -0.291 2.166 -0.205 -0.486 0.111 -0.168
H 4.280 -2.500 2.655 0.019 0.050 -0.010 0.176
H 6.109 -3.969 0.930 -0.006 0.012 -0.011 0.121
H 6.329 -4.610 -1.450 -0.006 0.011 -0.009 0.114
H 4.630 -3.969 -3.103 -0.003 -0.017 0.013 0.114
H 2.619 -2.665 -2.433 0.018 -0.009 0.007 0.123
H 3.053 -1.515 4.373 -0.011 0.057 0.016 0.073
H -0.696 0.479 3.421 -0.037 -0.013 0.006 0.053
F 0.368 3.282 4.620 0.042 -0.057 0.040 0.122
C 0.047 3.200 3.338 -0.005 0.040 0.034 -0.214
C 0.570 2.027 2.610 -0.116 -0.075 0.028 -0.206
C 0.042 1.899 1.219 -0.384 -0.884 -0.116 -0.169
C -0.642 2.971 0.586 0.254 0.001 -0.177 -0.113
C -0.956 4.045 1.363 -0.104 0.137 0.225 -0.165
F -1.658 5.049 0.861 -0.064 0.026 -0.009 0.136
C -0.657 4.176 2.759 -0.015 0.043 -0.084 0.103
C -1.048 2.712 -0.804 0.160 -0.027 0.221 -0.212
C -1.691 3.584 -1.666 -0.006 0.094 -0.057 0.010
C -2.004 3.156 -2.945 0.001 0.024 0.017 -0.032
C -1.674 1.869 -3.329 0.017 -0.021 -0.023 -0.028
C -1.033 1.050 -2.421 0.028 0.037 0.039 -0.096
N -0.715 1.462 -1.190 -0.142 -0.175 -0.225 -0.031
H 1.660 2.151 2.546 0.038 0.020 -0.033 0.187
H -0.994 5.043 3.310 0.005 0.023 -0.065 0.146
H -1.947 4.580 -1.342 0.014 0.006 -0.006 0.116
H -2.508 3.825 -3.630 0.002 -0.008 0.009 0.122
H -1.905 1.495 -4.316 -0.016 -0.001 0.010 0.119
H -0.751 0.037 -2.668 -0.008 -0.016 0.012 0.112
C 0.077 -2.911 -0.044 0.000 -0.040 0.067 -0.030
C 0.920 -1.677 -0.211 0.181 -0.069 -0.154 -0.569
O 0.831 -0.948 -1.265 -0.231 -0.175 0.201 -0.120
H -0.905 -2.749 -0.475 -0.016 0.006 0.002 0.047
H -0.039 -3.167 1.009 -0.015 -0.004 -0.006 0.088
H 0.568 -3.742 -0.560 -0.005 -0.001 0.022 0.097
Te -2.290 -0.410 1.159 0.415 0.207 -0.034 1.116
C -3.499 0.063 -0.498 -0.038 -0.021 -0.019 -0.644
C -3.798 -0.923 -1.436 0.003 0.075 -0.125 -0.160
C -4.660 -0.647 -2.491 0.068 -0.028 0.022 -0.081
C -5.228 0.613 -2.615 0.010 0.017 0.012 -0.081
C -4.937 1.597 -1.680 -0.004 -0.016 0.003 -0.086
C -4.080 1.323 -0.623 -0.073 -0.026 -0.011 -0.168
H -3.360 -1.909 -1.343 -0.027 -0.004 0.013 0.085
H -4.892 -1.421 -3.212 -0.003 0.002 0.007 0.107
H -5.906 0.824 -3.432 0.005 0.000 0.012 0.107
H -5.395 2.576 -1.762 0.019 -0.010 -0.004 0.109
H -3.878 2.085 0.119 -0.005 0.003 0.018 0.090
```
Forces are in eV/Å.



# 3
Formula: C29H21F5N3O2Pt
Source: the Open Molecules 2025 dataset
Level of theory: ωB97M-V/def2-TZVPD

Properties
**HOMO-LUMO gap (spin up / spin down)**: 4.3 / 4.3 eV
**Net charge**: +1
**Calculated total energy**: -2050.705100 hartree

Geometry as XYZ:
```
61
Properties=species:S:1:pos:R:3:forces:R:3:lowdin_charge:R:1
Pt 0.018 -0.069 -0.238 -0.715 4.063 -0.133 1.261
C 1.226 1.138 -4.631 0.052 0.241 -0.095 -0.020
C 2.353 0.524 -3.874 -0.179 -0.195 0.322 -0.172
C 3.477 0.075 -4.541 0.038 -0.075 0.010 -0.018
C 4.500 -0.583 -3.874 -0.250 0.120 0.159 -0.013
C 4.405 -0.800 -2.503 -0.006 -0.097 0.029 -0.021
C 3.305 -0.380 -1.789 -0.208 0.533 -0.131 -0.182
C 3.220 -0.609 -0.318 -0.144 -0.284 0.041 -0.038
C 2.281 0.356 -2.457 0.835 -0.915 -0.686 -0.190
N 1.279 0.938 -1.735 -0.993 -1.704 1.679 0.026
C 1.043 2.280 -1.862 0.041 1.181 -0.106 -0.444
O 1.818 3.061 -2.374 -0.516 -0.416 0.260 0.139
C -0.265 2.735 -1.290 0.000 0.819 -0.268 -0.163
C -0.738 4.026 -1.505 0.088 -0.379 0.151 0.056
C -1.967 4.384 -0.968 0.047 -0.183 0.086 0.016
C -2.695 3.440 -0.256 0.264 -0.295 -0.061 0.058
C -2.168 2.159 -0.112 -0.539 0.301 0.106 -0.142
N -0.983 1.853 -0.618 0.890 -1.118 0.028 0.065
C -2.944 1.051 0.542 -0.023 0.352 0.062 -0.437
O -4.090 1.196 0.918 0.451 0.069 -0.315 0.122
N -2.277 -0.128 0.501 2.298 -0.283 -0.601 0.106
C -2.578 -1.262 1.144 -0.729 -2.028 1.069 -0.221
C -2.356 -2.484 0.423 -0.499 0.756 0.244 -0.210
C -1.801 -2.418 -0.962 0.016 -0.149 0.241 -0.032
C -2.722 -3.673 1.004 -0.070 -0.172 0.320 -0.030
C -3.253 -3.707 2.297 0.144 0.204 -0.294 -0.024
C -3.407 -2.538 3.029 0.051 -0.247 -0.135 -0.022
C -3.055 -1.312 2.499 0.601 0.129 -0.831 -0.170
C -3.120 -0.077 3.318 -0.388 0.204 0.087 -0.024
H 1.217 0.779 -5.656 -0.045 -0.068 -0.037 0.093
H 1.353 2.220 -4.666 -0.064 0.085 -0.013 0.094
H 0.263 0.922 -4.169 -0.051 -0.008 -0.026 0.087
H 3.553 0.228 -5.607 -0.058 -0.015 -0.139 0.123
H 5.356 -0.949 -4.419 0.101 0.031 -0.045 0.119
H 5.204 -1.299 -1.977 0.070 -0.112 0.002 0.120
H 4.180 -0.926 0.079 0.018 -0.036 0.081 0.096
H 2.488 -1.402 -0.107 0.276 0.119 0.114 0.072
H 2.907 0.302 0.191 0.050 -0.001 0.102 0.073
H -0.138 4.707 -2.087 0.111 0.043 -0.034 0.135
H -2.356 5.383 -1.105 0.003 0.005 -0.010 0.129
H -3.659 3.654 0.180 -0.068 -0.052 0.025 0.136
H -2.530 -1.976 -1.644 0.158 0.176 -0.068 0.104
H -1.537 -3.408 -1.320 0.094 -0.027 -0.065 0.093
H -0.879 -1.777 -0.987 -0.286 -0.529 -0.176 0.011
H -2.607 -4.594 0.454 0.086 -0.118 -0.048 0.119
H -3.517 -4.656 2.736 -0.070 -0.095 0.043 0.114
H -3.790 -2.588 4.038 -0.004 0.028 0.085 0.121
H -3.122 -0.310 4.379 0.064 -0.035 0.059 0.092
H -4.040 0.462 3.080 0.094 0.072 0.127 0.091
H -2.286 0.589 3.095 0.085 0.072 0.047 0.082
F 0.536 -2.678 1.752 0.123 0.179 0.349 0.086
C 0.901 -1.548 2.392 -0.330 -0.198 -0.407 -0.228
C 0.717 -0.337 1.740 -0.567 -0.093 -0.422 -0.128
C 1.116 0.808 2.414 -0.083 0.127 -0.388 -0.236
F 0.968 1.989 1.773 0.090 -0.055 0.481 0.066
C 1.689 0.772 3.679 -0.119 -0.004 -0.162 -0.134
F 2.054 1.892 4.296 0.009 -0.153 -0.104 0.143
C 1.875 -0.463 4.299 0.025 -0.082 -0.034 -0.114
F 2.462 -0.532 5.488 -0.233 0.064 -0.289 0.154
C 1.469 -1.632 3.660 -0.020 0.027 -0.153 -0.130
F 1.643 -2.811 4.253 -0.011 0.221 -0.133 0.142
```
Forces are in eV/Å.



# 4
Formula: C29H22AuBrN4O4
Source: the Open Molecules 2025 dataset
Level of theory: ωB97M-V/def2-TZVPD

Properties
**HOMO-LUMO gap**: 5.7 eV
**Net charge**: +2
**Calculated total energy**: -4347.437809 hartree

Geometry as XYZ:
```
61
Properties=species:S:1:pos:R:3:forces:R:3:lowdin_charge:R:1
Au -0.503 -0.881 0.863 0.041 0.188 -0.267 1.483
C 3.331 -0.719 2.892 -0.033 -0.056 -0.042 0.046
O 2.648 -2.032 3.081 -0.032 0.002 0.058 0.110
C 1.531 -1.955 2.438 -0.069 -0.051 -0.079 -0.276
N 1.261 -0.843 1.833 -0.100 -0.166 -0.006 0.012
C 2.316 0.150 2.096 0.001 0.006 0.115 -0.196
C 2.847 0.805 0.848 0.013 0.130 0.094 -0.213
C 3.446 2.055 0.981 -0.071 0.024 -0.065 -0.021
C 3.936 2.714 -0.135 0.018 -0.030 -0.012 -0.058
C 3.820 2.131 -1.391 0.048 -0.004 0.021 -0.077
C 3.226 0.885 -1.525 -0.004 -0.010 0.003 -0.057
C 2.742 0.220 -0.406 0.076 -0.064 -0.036 -0.052
C 0.538 -3.069 2.373 0.007 0.051 -0.008 -0.100
C 0.535 -4.307 2.985 0.048 0.021 -0.022 0.086
C -0.573 -5.130 2.776 -0.005 -0.025 0.007 0.049
C -1.646 -4.725 1.981 -0.026 0.011 -0.068 0.086
C -1.575 -3.474 1.398 0.000 0.050 -0.011 -0.103
N -0.500 -2.715 1.613 -0.009 0.030 0.105 -0.003
C -2.542 -2.751 0.521 0.117 -0.032 -0.001 -0.284
N -2.260 -1.549 0.127 0.012 -0.068 0.144 0.003
C -3.310 -1.061 -0.787 -0.015 -0.004 0.041 -0.194
C -4.315 -2.247 -0.729 0.036 -0.067 0.002 0.039
O -3.647 -3.276 0.112 -0.003 -0.021 0.017 0.110
C -2.788 -0.760 -2.169 -0.042 0.071 -0.004 -0.211
C -3.569 0.042 -2.996 0.051 0.043 0.025 -0.023
C -3.161 0.304 -4.294 0.023 -0.014 -0.015 -0.044
C -1.967 -0.223 -4.768 -0.010 0.010 0.010 -0.052
C -1.185 -1.018 -3.944 -0.005 0.001 -0.004 -0.058
C -1.597 -1.291 -2.646 -0.015 -0.083 -0.035 -0.051
H 4.246 -0.921 2.344 -0.010 -0.014 -0.010 0.149
H 3.542 -0.347 3.889 0.030 0.026 -0.022 0.147
H 1.870 0.912 2.738 0.049 0.001 0.031 0.159
H 3.510 2.529 1.955 0.000 -0.012 0.012 0.130
H 4.396 3.686 -0.027 0.002 0.008 -0.010 0.121
H 4.192 2.650 -2.263 -0.003 -0.003 0.009 0.110
H 3.139 0.428 -2.501 0.005 0.000 -0.006 0.115
H 2.289 -0.758 -0.531 0.001 0.002 0.019 0.101
H 1.364 -4.618 3.607 -0.004 -0.005 0.004 0.150
H -0.603 -6.104 3.246 0.001 -0.001 0.000 0.143
H -2.506 -5.360 1.822 0.000 -0.004 0.012 0.150
H -3.741 -0.163 -0.344 -0.052 -0.009 -0.048 0.165
H -4.484 -2.708 -1.698 -0.015 0.021 -0.002 0.150
H -5.253 -2.014 -0.234 0.005 0.013 -0.003 0.146
H -4.493 0.472 -2.627 -0.002 -0.006 0.011 0.126
H -3.773 0.925 -4.933 0.002 0.003 -0.001 0.119
H -1.648 -0.015 -5.780 0.000 -0.002 -0.001 0.118
H -0.259 -1.436 -4.313 0.002 0.002 -0.004 0.113
H -0.983 -1.936 -2.026 -0.003 0.009 0.006 0.095
Br 1.873 5.161 -2.326 -0.017 0.038 -0.019 0.811
C 0.907 4.729 -0.772 -0.046 -0.063 0.051 -0.654
C 0.567 5.725 0.141 0.042 0.057 -0.038 -0.143
N -0.091 5.482 1.269 0.014 -0.031 -0.014 0.103
C -0.434 4.230 1.533 -0.025 -0.022 0.041 -0.058
C -0.148 3.174 0.673 0.010 0.029 -0.010 -0.126
C 0.538 3.425 -0.514 -0.026 0.064 0.031 -0.053
C -0.508 1.802 1.067 0.054 -0.171 -0.050 -0.559
O -0.800 1.428 2.192 0.078 0.199 -0.073 0.037
O -0.434 0.917 0.064 -0.121 -0.073 0.132 -0.177
H 0.846 6.755 -0.049 -0.002 -0.002 -0.005 0.116
H -0.959 4.046 2.464 -0.004 -0.002 -0.008 0.131
H 0.795 2.625 -1.195 -0.015 0.006 -0.001 0.112
```
Forces are in eV/Å.



Ordered energy above the lowest of the compared OMol25 structures with the same formula, charge and spin results: 0.0; 216.4; 0.0; 0.0; unit kJ/mol.
Ordered molar mass results: 888.69; 740.25; 733.57; 767.39; unit g mol⁻¹.